1.
Density functional theory data (ωB97M-V with the def2-TZVPD basis set) for a structure of composition C33H17BCo2F6O6 at a distorted geometry.

As for the strongest force on any atom: 4.0 eV/Å. As for the LUMO energy: -3.08 eV. The spin multiplicity is 1. As for the HOMO-LUMO gap: 4.89 eV. For the energy relative to the best compared isomer or geometry (same formula, charge and spin), the calculation gives 375.7 kJ/mol.

Last column: Mulliken charge in e.
CARTESIAN COORDINATES (ANGSTROEM)
1 F -2.78 -1.89 -2.39  -0.34
2 C -1.84 -0.96 -2.75  -0.05
3 C -2.02 -0.29 -3.95  -0.92
4 C -0.98 0.51 -4.46  -0.47
5 C 0.24 0.57 -3.79  -0.79
6 C 0.37 -0.12 -2.60  0.00
7 F 1.64 -0.18 -2.06  -0.41
8 C -0.65 -0.85 -2.01  1.25
9 B -0.26 -1.59 -0.66  1.02
10 C -1.40 -2.45 0.03  1.01
11 C -2.53 -1.81 0.51  0.25
12 F -2.74 -0.51 0.11  -0.25
13 C -3.56 -2.43 1.21  -0.72
14 C -3.52 -3.82 1.32  -0.54
15 C -2.50 -4.54 0.69  -0.84
16 C -1.50 -3.85 0.03  -0.36
17 F -0.73 -4.58 -0.84  -0.32
18 C 1.05 -2.48 -0.75  1.25
19 C 1.73 -2.82 0.42  -0.59
20 F 1.16 -2.49 1.65  -0.35
21 C 2.85 -3.64 0.42  -0.99
22 C 3.28 -4.20 -0.79  -0.52
23 C 2.54 -3.98 -1.96  -0.84
24 C 1.44 -3.14 -1.91  0.42
25 F 0.61 -3.11 -3.00  -0.32
26 H 0.20 -0.39 0.03  -0.35
27 H -2.97 -0.41 -4.47  0.47
28 H -1.12 1.05 -5.39  0.41
29 H 1.10 1.12 -4.17  0.49
30 H -4.36 -1.83 1.63  0.49
31 H -4.31 -4.36 1.84  0.42
32 H -2.46 -5.63 0.67  0.47
33 H 3.36 -3.83 1.36  0.48
34 H 4.16 -4.84 -0.83  0.41
35 H 2.77 -4.46 -2.90  0.48
36 O -4.32 1.40 2.97  -0.35
37 C -3.23 1.46 2.61  0.42
38 Co -1.59 1.42 1.97  0.45
39 C -1.39 -0.11 2.73  -1.03
40 O -1.17 -1.15 3.21  -0.36
41 C -2.21 2.08 0.44  -0.38
42 O -2.64 2.24 -0.63  -0.37
43 C -0.14 2.42 2.37  -0.17
44 C 0.15 1.34 1.55  -0.07
45 C 1.21 0.72 0.88  1.42
46 C 2.31 1.64 0.47  0.75
47 C 3.67 1.30 0.64  -0.41
48 C 4.67 2.27 0.59  -0.73
49 C 4.35 3.59 0.22  -0.38
50 C 3.02 3.92 -0.10  -0.96
51 C 2.02 2.96 0.05  -0.21
52 Co -1.36 3.89 1.98  0.23
53 C -3.04 4.21 2.39  0.18
54 O -4.13 4.53 2.64  -0.35
55 C -1.11 4.76 0.48  0.26
56 O -0.96 5.39 -0.49  -0.37
57 C -0.68 5.03 3.11  0.18
58 O -0.24 5.83 3.83  -0.37
59 H 0.47 2.57 3.28  0.68
60 H 1.61 -0.27 1.19  0.47
61 H 3.91 0.26 0.90  0.38
62 H 5.70 2.01 0.83  0.40
63 H 5.12 4.34 0.17  0.38
64 H 2.76 4.92 -0.44  0.44
65 H 0.96 3.23 -0.11  0.55

2.
Density functional theory data (ωB97M-V with the def2-TZVPD basis set) for a structure of composition C33H20BaN8O at a distorted geometry.

As for the strongest force on any atom: 5.7 eV/Å. As for the LUMO energy: -1.18 eV. The spin multiplicity is 1. As for the HOMO-LUMO gap: 4.88 eV.

Last column: Mulliken charge in e.
CARTESIAN COORDINATES (ANGSTROEM)
1 Ba 0.68 0.00 -0.05  1.94
2 C -1.91 -0.54 6.35  -0.55
3 C -1.85 0.86 6.35  -0.60
4 C -1.44 1.56 5.22  -0.18
5 C -1.09 0.83 4.10  0.56
6 C -0.70 1.21 2.75  -0.54
7 N -0.51 0.09 2.00  -0.55
8 C -0.82 -1.00 2.75  -0.20
9 N -0.99 -2.24 2.35  -0.47
10 C -0.99 -2.65 1.10  -0.38
11 C -1.55 -3.93 0.71  0.49
12 C -2.07 -4.99 1.43  -0.25
13 C -2.58 -6.07 0.73  -0.59
14 C -2.61 -6.07 -0.67  -0.59
15 C -2.13 -4.99 -1.40  -0.18
16 C -1.58 -3.93 -0.70  0.48
17 C -1.05 -2.64 -1.11  -0.37
18 N -1.09 -2.23 -2.36  -0.48
19 C -0.94 -0.99 -2.76  -0.27
20 N -0.61 0.10 -2.03  -0.48
21 C -0.81 1.22 -2.77  -0.52
22 N -0.76 2.48 -2.37  -0.52
23 C -0.62 2.87 -1.12  -0.41
24 N -0.42 2.10 -0.02  -0.47
25 C -0.57 2.86 1.10  -0.38
26 N -0.66 2.46 2.35  -0.50
27 C -0.76 4.25 0.70  0.43
28 C -0.93 5.42 1.42  -0.15
29 C -1.12 6.59 0.71  -0.61
30 C -1.15 6.60 -0.68  -0.59
31 C -0.99 5.43 -1.41  -0.18
32 C -0.79 4.25 -0.71  0.45
33 C -1.22 0.84 -4.11  0.56
34 C -1.56 1.57 -5.24  -0.16
35 C -1.93 0.86 -6.38  -0.61
36 C -1.99 -0.53 -6.37  -0.58
37 C -1.69 -1.26 -5.24  -0.21
38 C -1.29 -0.56 -4.11  0.36
39 N -0.66 -1.95 -0.01  -0.33
40 C -1.16 -0.57 4.10  0.31
41 C -1.57 -1.27 5.22  -0.25
42 H -2.24 -1.05 7.24  0.40
43 H -2.15 1.40 7.24  0.39
44 H -1.42 2.64 5.20  0.55
45 H -2.08 -4.95 2.51  0.54
46 H -2.97 -6.92 1.26  0.40
47 H -3.02 -6.93 -1.18  0.39
48 H -2.19 -4.96 -2.48  0.54
49 H -0.91 5.40 2.50  0.55
50 H -1.27 7.52 1.25  0.40
51 H -1.32 7.53 -1.19  0.40
52 H -1.02 5.43 -2.48  0.55
53 H -1.55 2.64 -5.22  0.56
54 H -2.20 1.40 -7.27  0.39
55 H -2.29 -1.05 -7.27  0.40
56 H -1.77 -2.34 -5.21  0.54
57 H -1.64 -2.35 5.20  0.53
58 C 3.85 1.75 0.41  -0.60
59 O 3.47 0.39 0.48  -0.45
60 H 4.93 1.85 0.34  0.33
61 H 3.48 2.31 1.27  0.28
62 H 3.40 2.16 -0.50  0.22
63 H 3.98 -0.02 1.20  0.26

3.
Density functional theory data (ωB97M-V with the def2-TZVPD basis set) for a structure of composition C33H21AsCoF5N3O2S2Se.

As for the charge: -2. As for the strongest force on any atom: 0.6 eV/Å. As for the LUMO energy (spin up / spin down): 4.10 / 4.10 eV. The spin multiplicity is 2. As for the expectation value of S²: 0.76. As for the HOMO-LUMO gap (spin up / spin down): 5.23 / 5.22 eV. For the energy relative to the best compared isomer or geometry (same formula, charge and spin), the calculation gives 100.9 kJ/mol.

Last column: Mulliken charge in e.
CARTESIAN COORDINATES (ANGSTROEM)
1 Co -0.62 0.04 -1.02  -0.30
2 N 0.81 -0.33 -5.52  -0.55
3 C 0.34 -0.48 -4.20  0.46
4 S -1.37 -0.49 -4.02  -0.44
5 N 1.29 -0.57 -3.33  -1.32
6 N 0.94 -0.75 -1.99  1.20
7 C 1.89 -1.31 -1.34  -1.16
8 C 1.88 -1.75 0.03  1.42
9 C 3.06 -2.33 0.53  -0.50
10 C 3.13 -2.86 1.80  -0.74
11 C 1.97 -2.84 2.59  -0.41
12 C 0.81 -2.29 2.13  -0.52
13 C 0.72 -1.69 0.84  0.06
14 O -0.37 -1.12 0.50  -0.42
15 H 0.12 -0.61 -6.20  0.23
16 H 1.72 -0.73 -5.65  0.27
17 H 2.80 -1.52 -1.90  0.30
18 H 3.93 -2.36 -0.12  0.31
19 H 4.05 -3.30 2.17  0.38
20 H 2.00 -3.28 3.59  0.34
21 H -0.10 -2.28 2.73  0.46
22 S -2.58 0.75 -0.04  -0.31
23 C -2.16 1.63 1.40  0.78
24 C -3.17 1.85 2.36  -0.68
25 C -2.93 2.56 3.52  -0.47
26 C -1.67 3.09 3.79  -0.82
27 C -0.66 2.89 2.86  0.01
28 C -0.90 2.18 1.68  -0.67
29 As 0.46 1.95 0.33  1.52
30 C 2.07 2.14 1.45  -0.44
31 C 2.83 3.31 1.51  -0.12
32 C 3.97 3.36 2.30  -0.69
33 C 4.37 2.26 3.03  -0.43
34 C 3.62 1.09 2.98  -0.75
35 C 2.48 1.03 2.19  0.12
36 C 0.44 3.70 -0.53  -0.16
37 C -0.59 4.61 -0.32  -0.40
38 C -0.63 5.79 -1.04  -0.65
39 C 0.35 6.08 -1.98  -0.39
40 C 1.37 5.17 -2.20  -0.70
41 C 1.41 3.98 -1.49  -0.19
42 H -4.15 1.43 2.18  0.40
43 H -3.74 2.70 4.24  0.34
44 H -1.47 3.63 4.70  0.37
45 H 0.33 3.29 3.05  0.39
46 H 2.53 4.18 0.95  0.31
47 H 4.55 4.28 2.33  0.39
48 H 5.26 2.30 3.65  0.34
49 H 3.92 0.21 3.53  0.44
50 H 1.91 0.11 2.15  0.31
51 H -1.37 4.38 0.40  0.29
52 H -1.45 6.49 -0.88  0.35
53 H 0.30 7.00 -2.55  0.33
54 H 2.13 5.37 -2.95  0.36
55 H 2.20 3.26 -1.69  0.49
56 O -1.30 2.22 -2.91  -0.41
57 C -1.09 1.18 -2.46  0.66
58 F -5.53 -8.75 -1.51  -0.34
59 C -4.69 -7.68 -1.47  0.47
60 C -4.18 -7.15 -2.63  0.11
61 F -4.52 -7.70 -3.82  -0.33
62 C -3.33 -6.06 -2.58  0.42
63 F -2.87 -5.61 -3.77  -0.31
64 C -2.93 -5.44 -1.39  -0.47
65 Se -1.78 -3.95 -1.34  -0.52
66 C -3.48 -6.02 -0.24  0.55
67 F -3.18 -5.54 0.98  -0.30
68 C -4.33 -7.11 -0.27  0.01
69 F -4.82 -7.63 0.88  -0.33